(1)
Molecular formula: C4H6O
Method: DFT, ωB97M-V with the def2-TZVPD basis set

Values from the calculation:
Energy above the lowest of the compared OMol25 structures with the same formula, charge and spin ... 87.6 kJ/mol
HOMO level ... -9.18 eV
SMILES ... C1=CCOC1
Gap between HOMO and LUMO ... 10.3 eV

Last column: Mulliken charge in e.
Atoms and positions in Å:
C (-0.53366, -0.94793, -0.01056)  -0.221
C (-1.18185, 0.16630, -0.13538)  -0.324
C (-0.07601, 1.24062, 0.02506)  -0.344
O (1.18486, 0.62109, -0.20567)  -0.365
C (0.99146, -0.78510, 0.00233)  -0.398
H (-0.94780, -1.97456, -0.06225)  0.313
H (-2.25004, 0.17249, -0.20500)  0.400
H (0.00178, 1.64447, 1.12983)  0.174
H (-0.13921, 2.16057, -0.59346)  0.264
H (1.45346, -1.25117, -0.83380)  0.242
H (1.49700, -1.04679, 0.88890)  0.258



(2)
Molecular formula: C21H28N2O5
Method: DFT, ωB97M-V with the def2-TZVPD basis set

Values from the calculation:
Energy above the lowest of the compared OMol25 structures with the same formula, charge and spin ... 8.4 kJ/mol
HOMO level ... -8.37 eV
SMILES ... CCOC(=O)C1CCN(C(=O)CN2C(=O)[C@@H](C(C)C)Oc3ccccc32)CC1
Gap between HOMO and LUMO ... 9.1 eV

Last column: Mulliken charge in e.
Atoms and positions in Å:
C (-0.78640, -4.08976, -5.44000)  -1.201
C (-0.75848, -3.75276, -3.96136)  -0.239
O (-0.87458, -2.33335, -3.81510)  -0.259
C (-0.53455, -1.81549, -2.63644)  -0.047
O (-0.12787, -2.46095, -1.70585)  -0.619
C (-0.76026, -0.31458, -2.61730)  0.585
C (0.20855, 0.35747, -1.64384)  -0.463
C (-0.13925, 1.83756, -1.49039)  -1.399
N (-1.50401, 1.97819, -1.04378)  0.092
C (-1.94451, 2.33370, 0.17672)  1.111
O (-3.13508, 2.42001, 0.42888)  -0.710
C (-0.91449, 2.66466, 1.26565)  -1.506
N (-0.14182, 1.52276, 1.72853)  0.418
C (1.19723, 1.50549, 1.49643)  0.242
O (1.75304, 2.40387, 0.88841)  -0.701
C (1.90726, 0.23847, 1.96350)  0.566
C (3.43675, 0.35802, 2.05762)  0.383
C (3.84547, 1.53057, 2.94514)  -1.537
C (4.06883, 0.45628, 0.67293)  -1.473
O (1.44574, -0.18913, 3.23272)  -0.440
C (0.08991, -0.24623, 3.35321)  0.102
C (-0.45394, -1.11553, 4.28685)  -0.652
C (-1.82559, -1.19571, 4.44270)  -0.429
C (-2.65323, -0.41214, 3.65895)  -1.048
C (-2.11883, 0.47317, 2.73784)  -0.874
C (-0.74207, 0.57310, 2.58098)  1.075
C (-2.45180, 1.44360, -2.00135)  -1.090
C (-2.20904, -0.05608, -2.17362)  -0.852
H (0.04719, -3.61445, -5.94996)  0.305
H (-1.71276, -3.73861, -5.88626)  0.313
H (-0.71476, -5.16561, -5.56937)  0.392
H (0.17500, -4.07869, -3.49031)  0.326
H (-1.59289, -4.22527, -3.43127)  0.295
H (-0.62073, 0.07084, -3.63135)  0.471
H (0.13162, -0.14506, -0.67808)  0.046
H (1.23529, 0.25538, -1.99683)  0.653
H (-0.05687, 2.33087, -2.46654)  0.542
H (0.55611, 2.32484, -0.81154)  0.380
H (-1.47745, 3.08112, 2.10664)  0.475
H (-0.20122, 3.41220, 0.90823)  0.590
H (1.66033, -0.54187, 1.21629)  0.155
H (3.76880, -0.57017, 2.53707)  0.404
H (3.57637, 2.47234, 2.47521)  0.267
H (4.92059, 1.51761, 3.10545)  0.480
H (3.34918, 1.45953, 3.91018)  0.339
H (5.15181, 0.47597, 0.76403)  0.454
H (3.78901, -0.39765, 0.05915)  0.365
H (3.74431, 1.36683, 0.17807)  0.246
H (0.21888, -1.71456, 4.87919)  0.466
H (-2.24347, -1.87501, 5.16941)  0.382
H (-3.72479, -0.47571, 3.76646)  0.434
H (-2.78522, 1.08557, 2.15518)  0.544
H (-2.32458, 1.96257, -2.95667)  0.367
H (-3.45741, 1.62935, -1.62116)  0.517
H (-2.38573, -0.55659, -1.21871)  0.343
H (-2.90360, -0.46094, -2.91057)  0.413



What did the first record say?
Molecular formula: C4H6O
Method: DFT, ωB97M-V with the def2-TZVPD basis set

Values from the calculation:
Energy above the lowest of the compared OMol25 structures with the same formula, charge and spin ... 87.6 kJ/mol
HOMO level ... -9.18 eV
SMILES ... C1=CCOC1
Gap between HOMO and LUMO ... 10.3 eV

Last column: Mulliken charge in e.
Atoms and positions in Å:
C (-0.53366, -0.94793, -0.01056)  -0.221
C (-1.18185, 0.16630, -0.13538)  -0.324
C (-0.07601, 1.24062, 0.02506)  -0.344
O (1.18486, 0.62109, -0.20567)  -0.365
C (0.99146, -0.78510, 0.00233)  -0.398
H (-0.94780, -1.97456, -0.06225)  0.313
H (-2.25004, 0.17249, -0.20500)  0.400
H (0.00178, 1.64447, 1.12983)  0.174
H (-0.13921, 2.16057, -0.59346)  0.264
H (1.45346, -1.25117, -0.83380)  0.242
H (1.49700, -1.04679, 0.88890)  0.258



The highest HOMO level belongs to which entry?
C21H28N2O5



What is the formula in the first record?
C4H6O